# C4H10NO

A 2-piece molecular cluster, C4H10NO overall (ωB97M-V with the def2-TZVPD basis set, OMol25).

Values from the calculation:
**Charge**: +1
**Orbital gap**: 0.2956 hartree
**ΔE to the lowest compared entry with this formula, charge and spin**: 171.3 kJ/mol

Element x y z (Å)
C1 0.25929 1.64918 2.21568
C2 -0.55482 0.74373 0.09858
N1 -0.49910 1.68053 0.95501
H1 -0.42307 1.47800 3.04462
H2 0.72507 2.62556 2.32086
H3 1.01007 0.86745 2.17641
H4 -0.00060 -0.17243 0.24134
H5 -1.10881 0.89850 -0.81792
H6 -0.98738 2.54911 0.75612
C3 0.84836 -1.12330 -2.06912
C4 -0.10988 -1.90451 -1.58546
O1 -0.10663 -2.33084 -0.29204
H7 0.78918 -0.81304 -3.10225
H8 1.70128 -0.77162 -1.50225
H9 -0.91483 -2.23774 -2.22883
H10 -0.62812 -3.13857 -0.21075

=====

# C8H12N4

A 2-piece molecular cluster, C8H12N4 overall (ωB97M-V with the def2-TZVPD basis set, OMol25).

Values from the calculation:
**SMILES string**: Cc1c[nH]cn1.Cc1c[nH]cn1
**Orbital gap**: 0.3207 hartree
**ΔE to the lowest compared entry with this formula, charge and spin**: 290.5 kJ/mol

Element x y z (Å)
C1 -3.07931 1.04548 -1.93307
C2 -2.34975 -0.07169 -1.23442
C3 -1.33833 -0.24049 -0.25863
N1 -1.28837 -1.60365 0.00323
C4 -2.14781 -2.17592 -0.96902
N2 -2.71615 -1.33624 -1.74188
H1 -3.59888 1.55826 -1.11256
H2 -3.98660 0.66006 -2.42054
H3 -2.57583 1.78331 -2.54043
H4 -0.71849 0.44687 0.14615
H5 -0.50030 -2.06473 0.39238
H6 -2.42915 -3.11214 -0.95377
C5 2.06628 2.31872 1.27786
C6 2.05855 0.86978 0.95248
C7 2.26309 -0.22661 1.88630
N3 2.18474 -1.44156 1.17864
C8 2.05600 -1.06959 -0.13529
N4 1.99122 0.21438 -0.29605
H7 1.13334 2.91004 0.95429
H8 2.68622 3.02901 0.78724
H9 2.28218 2.45057 2.41073
H10 2.66104 -0.12361 2.99300
H11 2.76780 -2.19756 1.45024
H12 2.57849 -1.62270 -0.83688

=====

# C26H50GeLuN5P2SSe

C26H50GeLuN5P2SSe as an isolated structure (ωB97M-V with the def2-TZVPD basis set, OMol25).

Values from the calculation:
**Orbital gap**: 0.2306 hartree
**ΔE to the lowest compared entry with this formula, charge and spin**: 158.4 kJ/mol

Element x y z (Å)
Lu1 1.17070 0.59801 -0.87519
C1 3.20640 -1.78883 0.38896
C2 1.80554 -2.36579 0.34353
N1 0.75772 -1.32233 0.59005
C3 0.56241 -0.70066 1.91452
C4 1.21361 1.72083 2.24629
N2 2.27789 1.68199 1.22300
C5 3.48121 0.98032 1.58818
C6 4.24872 0.42730 0.43687
N3 3.41961 -0.52287 -0.28767
H1 3.62239 -1.67215 1.39998
H2 3.90072 -2.57812 -0.10982
H3 1.64577 -2.60092 -0.70037
H4 1.76340 -3.26059 0.95822
H5 -0.15881 -1.72685 0.44506
H6 -0.19803 -1.28382 2.49140
H7 1.48549 -0.69884 2.43119
H8 -0.02116 3.28422 1.38303
H9 1.60071 1.34076 3.21361
H10 2.40874 2.57222 0.68411
H11 4.12315 1.59516 2.27073
H12 3.24459 0.22382 2.37111
H13 4.60936 1.25110 -0.18421
H14 5.20446 -0.11847 0.72892
H15 3.61403 -0.52797 -1.30095
C7 -1.35980 1.46431 -3.73902
P1 -1.49237 1.13986 -1.94018
C8 -2.25945 2.60461 -1.29735
C9 -2.97952 -0.10414 -1.89894
C10 -2.69336 -1.59635 -1.89824
P2 -2.69180 -2.33396 -0.21256
C11 -2.47114 -4.09489 -0.67346
C12 -4.42533 -2.45168 0.22693
H16 -2.21654 2.19529 -3.96318
H17 -1.56570 0.53413 -4.23134
H18 -0.41085 1.80651 -4.10272
H19 -3.32400 2.62407 -1.52758
H20 -1.74784 3.45314 -1.69839
H21 -2.08676 2.54148 -0.24390
H22 -3.67570 0.18242 -2.66880
H23 -3.51632 0.32784 -0.99836
H24 -1.70741 -1.83839 -2.27698
H25 -3.27554 -2.17233 -2.60901
H26 -3.39450 -4.43425 -1.25353
H27 -2.30205 -4.71275 0.19320
H28 -1.58723 -4.17193 -1.29204
H29 -4.93054 -2.97608 -0.56131
H30 -4.71045 -1.39795 0.33010
H31 -4.47696 -2.87742 1.22291
C13 3.14420 -1.70609 -5.43776
Ge1 2.93187 -0.25034 -4.10466
C14 4.69879 0.27278 -3.53865
C15 2.32302 1.29705 -5.21569
C16 1.63625 -0.87864 -2.77995
H32 3.89024 -1.44953 -6.18760
H33 2.18375 -1.97411 -5.91538
H34 3.46711 -2.55148 -4.87617
H35 4.66258 1.31587 -3.30913
H36 5.37491 0.17022 -4.40456
H37 4.96061 -0.21805 -2.60170
H38 1.38705 1.02366 -5.80737
H39 3.07523 1.53476 -5.95642
H40 2.17372 2.16241 -4.61436
H41 1.73314 -1.91915 -2.55958
H42 0.64454 -0.71094 -3.38364
Se1 1.04814 3.04817 -1.50027
S1 -2.63026 2.87302 4.72476
C17 -1.51237 2.63546 3.44283
C18 -2.01809 1.68485 2.45316
C19 -1.21601 0.80573 1.80775
N4 0.15871 0.72936 1.75869
C20 0.58616 3.10604 2.30066
C21 -0.33846 3.27764 3.46886
C22 -2.95257 1.21680 5.24516
C23 -1.99176 0.21888 5.16863
C24 -2.32370 -1.05533 5.63693
N5 -3.53805 -1.44424 5.97991
C25 -4.50672 -0.57057 5.89303
C26 -4.25622 0.77404 5.53260
H43 -3.10494 1.61176 2.16953
H44 -1.71811 0.02650 1.14306
H45 1.42215 3.79204 2.23910
H46 0.05133 3.68900 4.39838
H47 -0.99155 0.49520 4.79748
H48 -1.59301 -1.87506 5.69164
H49 -5.53782 -0.89397 6.17260
H50 -5.01129 1.51718 5.63136